The following is a quantum chemistry calculation of a gas-phase ion, C52H61N4O (charge +1) at a distorted geometry, from the Open Molecules 2025 dataset.

```
118
Properties=species:S:1:pos:R:3:forces:R:3:lowdin_charge:R:1
C -1.781191 -6.023145 -1.722654 -0.1 -0.1 0.4 -0.0503
O -1.960592 -5.605427 -0.351231 0.7 0.4 -0.3 -0.0669
C -1.440320 -4.395026 -0.036302 -0.1 0.5 0.0 -0.2619
C -0.769750 -3.573537 -0.968039 -0.4 -0.5 -0.2 0.0046
C -0.554449 -2.240541 -0.668932 0.1 0.6 0.7 0.0063
C -0.885664 -1.707337 0.596151 -0.2 -1.6 -0.3 -0.1683
C -0.684707 -0.306197 0.870406 -1.3 -0.3 0.8 -0.1049
N -1.559038 0.426227 1.689626 2.5 1.4 -0.5 0.0677
C -2.803351 0.014211 2.295571 -1.5 -0.2 0.8 -0.0835
C -3.049428 0.149075 3.685891 0.4 0.0 0.3 -0.1102
C -2.147211 0.903760 4.669877 0.2 -0.1 -0.4 -0.3861
C -1.477345 -0.037819 5.670626 0.1 -0.2 0.0 -0.0540
C -2.909762 1.982532 5.441614 -0.2 0.1 -0.2 -0.0533
C -4.189182 -0.443131 4.240419 -0.3 -0.2 -0.2 -0.0250
C -5.097920 -1.147224 3.454290 0.1 0.1 0.0 -0.0327
C -4.925630 -1.153798 2.071006 0.0 0.2 0.0 -0.0131
C -3.825448 -0.529282 1.477486 0.3 0.2 -0.3 -0.1305
C -3.797773 -0.327334 -0.038152 0.7 -0.3 0.3 -0.3755
C -4.555912 0.945203 -0.418448 -0.1 0.1 0.2 -0.0401
C -4.221491 -1.576970 -0.804785 0.0 -0.1 -0.2 -0.0515
N -1.044426 1.650901 1.898103 0.9 -1.3 -1.9 0.1961
N 0.107101 1.714965 1.155918 -2.3 -1.1 1.0 0.0512
C 0.787882 2.994312 1.320635 0.0 1.0 0.2 -0.0764
C 1.415165 3.294001 2.561368 0.5 -0.4 -0.3 -0.1046
C 1.414001 2.307866 3.738337 -0.7 0.1 -0.1 -0.3749
C 1.363857 2.927454 5.148688 0.0 0.2 0.0 -0.0598
C 2.539942 1.294547 3.616352 0.2 -0.1 -0.1 -0.0438
C 2.097917 4.510426 2.654929 -0.4 0.0 -0.4 -0.0114
C 2.066671 5.425810 1.599794 0.2 -0.2 0.2 -0.0371
C 1.288367 5.190377 0.473621 -0.2 0.0 0.3 -0.0207
C 0.559798 4.011169 0.354333 0.3 -0.7 0.3 -0.1239
C -0.519844 3.867187 -0.696731 0.0 -0.5 -0.3 -0.3826
C -0.281997 4.735364 -1.935715 0.1 0.0 -0.1 -0.0741
C -1.901263 4.106051 -0.066659 -0.2 0.1 0.2 -0.0444
C 0.354479 0.486224 0.478198 -0.1 1.6 -0.4 -0.0569
C 1.625920 0.088723 -0.284439 2.3 0.6 1.4 -0.0153
C -1.391752 -2.596561 1.589404 0.5 0.4 -0.2 -0.0092
C -1.657828 -3.913434 1.282764 -0.2 -0.5 -0.6 0.0181
H -2.261949 -6.997850 -1.773240 0.1 0.1 -0.1 0.0966
H -2.269515 -5.319651 -2.411199 0.1 -0.2 0.2 0.1001
H -0.715723 -6.117070 -1.973209 -0.3 0.0 0.1 0.0988
H -0.484820 -3.941437 -1.963735 -0.2 0.2 0.6 0.1122
H -0.110962 -1.580424 -1.422870 -0.2 -0.3 0.2 0.1073
H -1.387244 1.397857 4.059404 0.0 0.0 0.4 0.0812
H -0.945130 -0.855376 5.168456 -0.1 0.1 0.1 0.0810
H -0.747223 0.510481 6.280127 -0.2 -0.1 -0.1 0.0746
H -2.228701 -0.476284 6.345872 0.3 0.1 -0.2 0.0873
H -3.370111 2.702737 4.759295 0.0 -0.1 0.1 0.0892
H -3.698982 1.534817 6.060659 0.2 0.2 -0.1 0.0794
H -2.223724 2.530900 6.096186 -0.1 -0.1 -0.1 0.0837
H -4.371091 -0.352539 5.318789 0.2 -0.1 -0.5 0.1201
H -5.967823 -1.639252 3.906236 0.4 0.2 -0.2 0.1199
H -5.683991 -1.615526 1.430764 0.3 0.2 0.2 0.1225
H -2.750403 -0.153828 -0.307574 -0.2 0.0 -0.1 0.1067
H -4.121795 1.803690 0.113106 -0.2 -0.1 -0.1 0.0705
H -4.469687 1.135734 -1.495129 -0.1 -0.1 0.2 0.0839
H -5.619613 0.880985 -0.142343 0.3 0.0 -0.1 0.0932
H -3.716611 -2.459518 -0.394548 -0.1 0.1 0.0 0.0762
H -5.305800 -1.746703 -0.775316 0.2 0.1 0.0 0.0839
H -3.911330 -1.490397 -1.853092 -0.2 0.0 0.1 0.0853
H 0.456027 1.780265 3.635810 0.4 -0.1 0.1 0.0878
H 0.561456 3.675909 5.246931 0.3 -0.2 -0.1 0.0896
H 1.152392 2.131344 5.881367 0.1 0.2 -0.3 0.0752
H 2.309940 3.400525 5.454998 -0.2 -0.1 -0.2 0.0822
H 2.502112 0.814774 2.635790 0.1 -0.1 0.0 0.0655
H 3.519419 1.778294 3.716441 -0.2 -0.1 0.0 0.0950
H 2.457642 0.514704 4.381192 0.0 0.1 -0.1 0.0876
H 2.614026 4.750443 3.580362 0.0 0.0 -0.2 0.1174
H 2.624651 6.354594 1.672789 -0.1 -0.1 0.1 0.1146
H 1.175076 5.962978 -0.282378 0.1 -0.1 0.2 0.1131
H -0.522857 2.823323 -1.039622 0.0 0.3 0.2 0.0809
H 0.745847 4.613669 -2.306128 -0.2 0.1 0.1 0.0902
H -0.955614 4.432772 -2.746351 0.0 0.1 0.2 0.0816
H -0.453963 5.803033 -1.735340 0.0 -0.3 -0.1 0.0862
H -2.066122 3.420470 0.780225 0.0 0.3 -0.3 0.0548
H -1.999841 5.135043 0.317965 0.1 -0.3 -0.2 0.0967
H -2.695597 3.932248 -0.807626 0.2 0.1 0.2 0.0833
H 2.285973 0.979825 -0.174516 -0.2 -0.6 1.5 0.1240
H 1.992397 -0.811864 0.343065 -0.3 1.5 -1.0 0.1444
H -1.520410 -2.248510 2.623021 -0.1 -0.1 -0.5 0.1240
H -2.087442 -4.605985 2.013279 0.2 0.3 -0.2 0.1312
C -0.002745 1.472719 -3.053517 -0.1 0.5 -0.2 -0.0170
C 0.482986 0.137867 -3.463387 1.1 -2.1 0.9 -0.2346
N -0.086372 -0.601067 -4.456548 -0.5 0.0 -0.4 -0.0592
C -1.127795 -0.041792 -5.294708 -0.1 0.0 -0.1 -0.0101
C 0.577078 -1.824081 -4.606076 0.4 1.5 0.0 -0.1653
C 1.663300 -1.833720 -3.685866 -1.3 0.4 0.1 -0.0909
C 2.547721 -2.905432 -3.767885 0.3 -0.6 0.1 -0.0164
C 2.370787 -3.902109 -4.730502 0.0 0.1 0.3 -0.0833
C 1.322509 -3.833341 -5.655699 -0.7 0.6 0.1 -0.0853
C 0.406590 -2.769925 -5.599191 0.3 -0.7 -0.3 -0.0197
C 1.515628 -0.615124 -2.890698 -1.3 -0.5 -1.2 -0.1374
C 2.280297 -0.081798 -1.759472 1.4 1.2 -1.5 -0.2029
C 3.708824 -0.710950 -1.677901 -0.5 0.0 -0.2 -0.1972
C 3.949354 -1.967709 -1.142230 0.1 0.1 0.8 -0.0686
C 5.201394 -2.577478 -1.260118 -0.7 0.0 0.5 -0.0439
C 6.242216 -1.974083 -1.938862 -0.6 -0.1 -0.8 -0.2838
C 7.503007 -2.725576 -2.207262 0.3 0.1 0.1 -0.0456
C 6.003401 -0.722117 -2.499919 -0.1 0.1 0.1 -0.0248
C 4.769715 -0.096779 -2.356749 -0.1 0.4 0.5 -0.0184
H 0.599063 1.804341 -2.191250 -0.3 0.0 -0.5 0.0632
H 0.163763 2.181967 -3.893347 -0.3 -0.2 0.6 0.1104
H -1.082665 1.497589 -2.763722 0.8 -0.1 -0.3 0.1019
H -1.565751 -0.846641 -5.891667 -0.1 0.3 0.1 0.0864
H -1.890947 0.427239 -4.656427 0.0 -0.3 -0.3 0.0872
H -0.746478 0.749435 -5.963784 0.0 -0.4 0.1 0.1046
H 3.370756 -2.950864 -3.067896 0.0 -0.2 -0.3 0.0819
H 3.046212 -4.762609 -4.750409 -0.1 0.4 0.0 0.1056
H 1.215071 -4.584873 -6.432230 0.0 0.1 0.2 0.1012
H -0.387953 -2.642594 -6.331929 0.2 -0.2 0.1 0.1026
H 2.591383 0.899893 -2.309529 -0.8 -0.6 2.2 0.1553
H 3.149295 -2.438137 -0.567059 0.2 -0.2 -0.3 0.1196
H 5.359728 -3.553356 -0.818869 -0.1 -0.1 0.0 0.1194
H 8.211674 -2.053267 -2.687516 0.3 -0.1 0.1 0.0765
H 7.901858 -3.109040 -1.266361 0.2 0.0 -0.1 0.0857
H 7.353331 -3.578586 -2.881920 -0.1 0.2 0.2 0.0920
H 6.803130 -0.245410 -3.059761 -0.1 0.1 0.1 0.1150
H 4.659922 0.938588 -2.680965 -0.1 -0.3 -0.3 0.1157
```
Positions in Å, forces in eV/Å.

LUMO energy = -2.982 eV
gap between HOMO and LUMO = 6.574 eV
E_HOMO = -9.56 eV
charge = +1